This record from the Open Molecules 2025 dataset describes a structure of composition C3H6I2NO. The level of theory is ωB97M-V with the def2-TZVPD basis set.

Element x y z (Å)
C (2.973, -1.338, 0.059)
C (-0.727, 0.602, 0.391)
C (1.652, 0.308, -0.358)
N (0.524, -0.053, 0.569)
O (2.497, -2.395, 0.206)
I (4.920, -0.764, -0.021)
I (2.675, 2.015, -0.020)
H (-0.639, 1.630, 0.156)
H (-1.529, 0.179, -0.331)
H (-1.238, 0.714, 1.373)
H (1.561, 0.048, -1.450)
H (0.269, -0.993, 0.213)
H (0.727, -0.052, 1.551)

Computed properties:
Energy above the lowest of the compared OMol25 structures with the same formula, charge and spin   35.80 kcal per mole
Gap between HOMO and LUMO   8.6 eV
E   -842.93111 a.u.
HOMO   -12.82 eV
Charge   +1

These are the Löwdin partial charges, in e, on atoms 1 to 8: -0.857, -0.068, -0.763, -0.088, 0.023, 0.990, 0.971, 0.074